Formula: C33H88N4O10
Source: the Open Molecules 2025 dataset
Level of theory: ωB97M-V/def2-TZVPD

Calculated values
Spin multiplicity: 2
DFT total energy (eV): -62075.4029
<S²>: 0.750
Kohn-Sham gap (alpha / beta) (eV): 1.3 / 8.7
HOMO energy (alpha / beta) (eV): 0.7 / -6.6
Energy above the lowest of the compared OMol25 structures with the same formula, charge and spin (eV): 2.475
Charge: -1
F_max (eV/Å): 4.615

Last column: Mulliken spin population.
CARTESIAN COORDINATES (ANGSTROEM)
C 4.425470 -0.674921 1.669760  0.0323
O 4.135187 -1.961050 2.252317  -0.0499
C 4.121403 -1.866500 3.661898  0.0186
C 3.422945 -3.061248 4.217470  -0.0155
N 2.011568 -3.122132 3.886128  0.0139
C 1.278004 -4.212339 4.440060  0.0156
C 1.091742 -4.198359 5.962032  0.0053
O 2.276741 -4.116614 6.647188  -0.0072
C 2.038678 -4.188053 8.004702  0.0064
H 5.432827 -0.338717 1.915285  -0.0012
H 3.753308 0.084896 2.068481  0.0264
H 4.427955 -0.684340 0.579802  0.0001
H 3.732649 -0.929902 4.061572  0.0060
H 5.196503 -1.882859 3.840786  -0.0028
H 3.504897 -2.845146 5.282688  0.0040
H 3.874771 -4.038047 4.044795  -0.0009
H 1.872030 -3.019290 2.891112  -0.0100
H 1.781421 -5.163107 4.264839  0.0004
H 0.344312 -4.139504 3.882371  -0.0057
H 0.473278 -5.037516 6.280505  -0.0012
H 0.501438 -3.290787 6.088350  -0.0014
H 1.310419 -3.448044 8.336556  0.0008
H 3.054095 -4.047008 8.375018  0.0013
H 1.610073 -5.168201 8.213729  -0.0014
C 0.919297 -4.259659 -1.282082  0.0042
C 1.876426 -4.538613 -0.109646  -0.0089
C 3.381872 -4.762514 -0.495199  -0.0056
O 3.570509 -5.792391 -1.465253  -0.0144
C 3.163510 -7.037670 -0.933803  0.0099
N 1.747410 -3.496455 0.854113  -0.0374
H 0.889126 -5.095354 -1.981227  -0.0181
H 1.297622 -3.344766 -1.738107  0.0362
H -0.142188 -4.060973 -1.134199  0.0263
H 1.698199 -5.460125 0.444556  0.0051
H 3.960226 -4.967298 0.405732  0.0090
H 3.669451 -3.792339 -0.900341  0.0047
H 2.102571 -7.040374 -0.683794  0.0028
H 3.836397 -7.219907 -0.095882  0.0007
H 3.434118 -7.898695 -1.544968  -0.0024
H 2.566646 -3.295765 1.409699  0.0076
H 1.594586 -2.550615 0.534543  -0.0196
C -7.580822 5.243088 -1.077872  0.2437
C -6.179057 5.013574 -0.798175  -0.4219
C -5.885404 3.555694 -0.574888  0.6696
O -4.675024 3.312487 0.091227  -0.2867
C -4.526908 1.895069 0.334846  0.2306
N -5.379982 5.520961 -1.903665  0.2572
H -7.852984 4.946984 -2.090962  -0.1519
H -7.846966 6.286518 -0.909015  0.0129
H -8.282095 4.806746 -0.366585  -0.0212
H -5.786575 5.587817 0.041063  0.0106
H -5.969875 2.979780 -1.496463  -0.1630
H -6.677036 3.188885 0.078470  0.2033
H -3.740915 1.598500 1.029366  -0.0150
H -4.235147 1.197655 -0.450378  0.0123
H -5.362987 1.551308 0.943867  -0.0991
H -5.542274 4.850951 -2.641805  -0.0240
H -5.578485 6.433764 -2.287715  -0.1040
C 1.462205 3.935984 -6.241205  0.0646
C 1.259381 2.683935 -5.519982  -0.0255
C 1.408244 1.518208 -6.567016  0.0452
O 1.519719 0.109837 -6.100347  -0.0730
C 0.320065 -0.450312 -5.444365  0.2457
N 2.304612 2.292391 -4.601301  0.0341
H 1.372846 4.751363 -5.523376  0.0244
H 0.735924 4.006601 -7.050912  -0.0241
H 2.449536 4.150064 -6.650410  -0.0245
H 0.278878 2.647223 -5.045245  0.0027
H 2.286112 1.790217 -7.153076  0.0342
H 0.630612 1.572567 -7.328867  0.0017
H -0.357826 -0.504652 -6.296195  -0.0321
H -0.244030 0.118161 -4.704943  -0.1465
H 0.651702 -1.457794 -5.193181  0.0039
H 2.506863 1.303870 -4.646308  -0.0106
H 3.137132 2.722415 -4.978233  -0.0104
C 3.681396 2.501732 0.527953  0.0462
C 3.258798 3.515804 1.630808  0.0534
C 3.537548 2.973403 3.074566  0.0083
O 4.160941 4.544187 1.307577  -0.0443
H 2.951664 1.692329 0.549614  -0.0257
H 4.687567 2.083811 0.560467  0.0080
H 3.588499 2.862428 -0.496439  0.0081
H 2.251784 3.868945 1.408738  -0.0186
H 4.316995 2.215880 3.156563  0.0091
H 2.680171 2.418716 3.455782  0.0108
H 3.713938 3.790787 3.773748  -0.0075
H 4.991897 4.063437 1.309428  0.0001
C -1.621222 3.640422 -2.608751  -0.0753
C -2.229859 4.623263 -3.545108  -0.4439
C -1.311355 5.835194 -3.693227  0.2064
O -2.473696 4.072329 -4.795414  -0.0100
H -0.896977 3.026248 -3.143867  0.0416
H -2.340135 2.972588 -2.134123  0.0768
H -1.114105 4.201672 -1.823943  -0.0211
H -3.177059 4.980249 -3.140789  0.1854
H -0.439228 5.611076 -4.307455  0.0449
H -1.002618 6.102890 -2.682720  -0.0963
H -1.837039 6.677371 -4.143211  0.0034
H -3.370311 3.729260 -4.797362  0.2560
C -0.443732 0.243939 0.757684  -0.0934
C -0.202159 -0.659768 -0.429375  -0.1305
C -0.616773 0.043205 -1.657221  0.2366
O 1.221712 -0.974434 -0.301389  -0.0316
H 0.104350 1.179853 0.649180  0.0140
H -0.016958 -0.232774 1.640130  -0.0015
H -1.475455 0.493843 1.005056  0.1044
H -0.748764 -1.602433 -0.402705  0.0592
H -1.670859 0.320323 -1.671273  -0.1943
H -0.430168 -0.576672 -2.534168  0.0206
H 0.070765 0.885627 -1.732789  0.0270
H 1.619884 -0.119293 -0.123044  0.0464
C -3.798338 -2.823077 -1.569254  0.4234
C -4.267878 -3.699005 -2.748962  0.0405
C -5.786878 -3.618503 -2.885423  0.3463
O -3.474121 -3.242248 -3.846987  -0.1136
H -2.735409 -2.971540 -1.378928  0.0219
H -4.378884 -3.009335 -0.665721  -0.1202
H -3.960034 -1.806567 -1.927948  -0.1547
H -3.889284 -4.697801 -2.531795  -0.0743
H -6.175083 -2.664883 -3.243198  -0.1419
H -6.255178 -3.931422 -1.952213  0.0320
H -6.122298 -4.283545 -3.681238  -0.0762
H -3.732909 -3.515717 -4.730076  0.0444
C 0.071704 1.482272 4.717644  0.0342
C 0.897763 0.316600 5.155431  -0.1152
C 1.340113 0.226792 6.592562  0.0196
O 0.244227 -0.918222 4.888310  -0.0005
H -0.827817 1.588603 5.323981  -0.0079
H -0.215370 1.385731 3.670563  0.0247
H 0.754841 2.330875 4.753613  0.0127
H 1.830718 0.445085 4.606618  0.0168
H 2.105392 0.968675 6.820720  -0.0007
H 1.672282 -0.739240 6.972761  0.0136
H 0.552710 0.601972 7.246273  -0.0025
H 0.873368 -1.628495 4.742407  0.0072

Atomic forces in eV per Å
0.248 -0.469 0.334
-0.752 1.578 -1.536
1.342 -0.823 -1.160
-0.447 0.346 1.353
0.691 1.790 0.640
0.436 -0.955 0.014
-1.672 1.434 -2.069
0.460 -0.046 -0.869
0.648 -0.269 0.212
0.354 -0.118 0.394
-0.284 -0.046 -0.191
-0.552 -0.434 0.067
-0.455 0.111 -0.249
0.159 -0.075 1.213
-0.032 -0.555 0.215
0.630 0.020 -0.294
-0.407 -0.319 0.149
0.072 -0.505 -0.649
-0.372 -0.683 0.524
0.016 -0.365 0.004
-0.285 0.286 0.817
0.156 0.374 0.181
-0.417 -0.086 1.027
0.167 -0.265 0.545
0.688 -0.370 -0.315
0.292 -0.885 0.387
-1.490 0.751 -1.011
-0.138 0.243 -0.220
0.988 -0.058 0.322
0.066 1.315 1.573
0.494 0.132 -0.281
0.084 -0.116 -0.504
0.083 -0.034 1.098
-0.990 -0.198 -0.184
0.040 -0.068 0.222
0.623 -0.206 -0.395
0.151 -0.304 0.113
-0.510 -0.066 0.922
-0.322 0.458 -0.875
0.730 -0.863 -0.145
-0.540 -0.118 -1.030
-2.894 0.767 0.582
2.458 0.856 0.101
-0.526 -0.440 0.618
1.223 -1.418 -0.163
0.190 0.115 1.383
1.066 -0.924 -0.757
-0.052 -0.024 0.031
0.262 0.392 -0.623
0.046 -0.724 0.050
-0.489 -0.224 0.622
0.133 -0.015 -0.376
-0.389 -0.203 0.099
0.705 1.344 0.342
-0.888 0.551 -1.054
-0.712 -0.255 -0.643
0.299 0.068 -0.648
-0.460 0.144 0.434
0.120 1.941 0.097
0.372 -4.535 -0.773
-1.449 -0.632 -0.650
-0.195 2.325 0.949
0.621 0.341 -2.679
1.028 1.577 1.409
-0.578 0.312 -0.144
-0.111 0.354 0.141
0.299 -0.776 -0.206
-0.049 0.145 0.023
0.560 -0.621 0.344
-0.640 -0.233 0.031
-0.557 -0.480 0.131
0.862 0.179 0.455
-0.356 0.231 0.522
-0.430 -0.258 0.004
0.454 0.152 0.326
-2.106 -1.147 -0.104
2.115 -1.645 -1.118
-1.277 -0.011 -0.451
0.421 1.668 0.878
0.192 -0.617 0.020
0.105 0.081 0.734
-0.172 0.694 0.210
0.000 -0.033 0.513
0.510 0.373 -0.445
-0.375 0.126 -0.049
0.116 0.039 -0.141
0.448 0.546 -0.114
0.425 -0.577 0.663
-0.124 1.254 0.440
-0.331 -0.080 0.069
-0.057 -0.429 -1.363
0.167 0.017 0.060
-0.159 -0.017 -0.089
0.108 -0.284 0.244
0.005 0.109 0.302
0.068 -0.116 0.075
0.195 0.317 -0.134
-0.004 0.015 -0.063
-0.218 -0.274 -0.168
-0.266 -0.354 1.218
-0.073 -0.127 1.480
1.141 0.016 -1.461
-0.847 0.184 -1.182
-0.010 0.220 -0.328
-0.115 -0.109 0.213
-0.112 -0.062 -0.331
0.246 -0.179 0.577
0.122 0.195 0.221
-0.075 -0.071 -0.092
-0.426 0.571 -0.365
0.388 0.103 -0.050
-0.268 0.001 -0.880
0.800 0.473 0.737
0.288 -0.553 -1.008
0.043 0.641 0.021
-0.017 0.003 0.027
0.040 -0.010 -0.010
0.083 0.247 0.407
-0.676 -0.506 -0.017
0.361 0.396 0.547
-0.070 0.149 -0.043
-0.042 -0.465 0.035
-0.499 -0.342 0.197
-0.035 0.078 0.150
0.890 -1.791 0.011
-0.238 1.922 1.397
-1.008 0.704 -0.548
0.054 0.318 0.030
-0.043 -0.237 0.031
-0.464 0.473 0.331
0.240 -0.599 -0.682
0.533 -0.032 -0.193
-0.061 -0.091 -0.532
-0.492 -0.458 0.162
0.674 -0.284 -0.366